1.
{"formula": "C42H51BEuN10O5PS2", "method": "the ωB97M-V functional and the def2-TZVPD basis", "species": ["Eu", "C", "C", "C", "C", "N", "N", "B", "N", "C", "C", "C", "C", "N", "N", "C", "C", "C", "C", "N", "N", "C", "C", "C", "C", "N", "H", "H", "H", "H", "H", "H", "H", "H", "H", "H", "H", "H", "H", "H", "H", "H", "H", "H", "H", "H", "C", "O", "C", "C", "C", "C", "C", "C", "O", "C", "O", "C", "H", "H", "H", "H", "H", "H", "H", "H", "H", "C", "P", "C", "C", "C", "C", "C", "C", "C", "H", "H", "H", "H", "H", "H", "H", "H", "H", "H", "H", "O", "C", "O", "C", "C", "C", "C", "S", "C", "C", "H", "H", "H", "H", "H", "C", "N", "C", "N", "S", "H", "H", "H", "H", "H", "H"], "xyz": [[-0.101200, -0.182300, -0.284400], [1.803600, 2.750200, 1.816400], [2.224300, 1.329700, 1.958900], [3.387900, 0.840900, 2.560500], [3.259600, -0.527200, 2.508300], [2.091900, -0.826700, 1.919800], [1.457100, 0.311200, 1.547100], [1.575800, -2.263100, 1.745900], [2.017900, -2.718500, 0.331000], [2.809100, -3.712000, -0.102600], [2.704500, -3.788600, -1.474300], [1.810000, -2.769500, -1.820800], [1.244800, -2.467600, -3.166200], [1.434800, -2.109500, -0.724000], [0.006800, -2.353200, 1.824900], [-0.643900, -3.443900, 2.265400], [-1.990100, -3.166200, 2.317500], [-2.101600, -1.841800, 1.882500], [-3.348400, -1.033500, 1.760600], [-0.889200, -1.364500, 1.580000], [2.114500, -3.111800, 2.867100], [2.280000, -4.455900, 2.967900], [2.586200, -4.749900, 4.269100], [2.560100, -3.506500, 4.934100], [2.792100, -3.216300, 6.371800], [2.271100, -2.546400, 4.081400], [1.836300, 3.244500, 2.785100], [0.786600, 2.800400, 1.433700], [2.464600, 3.296300, 1.149000], [4.194800, 1.410200, 2.977300], [3.911500, -1.288800, 2.879100], [3.405600, -4.292700, 0.567800], [3.194500, -4.483700, -2.124400], [0.490800, -3.215600, -3.416800], [2.023500, -2.505300, -3.924400], [0.761600, -1.485100, -3.164100], [-0.124700, -4.342000, 2.534200], [-2.777100, -3.815300, 2.639100], [-3.781000, -0.853500, 2.743900], [-4.084500, -1.568800, 1.163100], [-3.143200, -0.068400, 1.295700], [2.153500, -5.109200, 2.127000], [2.800500, -5.713500, 4.679900], [3.766900, -3.580200, 6.688900], [2.037500, -3.703900, 6.986500], [2.741300, -2.143800, 6.532400], [-7.841600, 0.659600, -1.047700], [-6.499100, 1.099100, -1.107000], [-5.520700, 0.189800, -1.309500], [-5.738000, -1.190200, -1.459800], [-4.663200, -2.022100, -1.625200], [-3.342800, -1.550100, -1.646700], [-2.227600, -2.458300, -1.668100], [-2.417300, -3.880800, -2.133700], [-1.100100, -2.090100, -1.300300], [-3.106500, -0.135500, -1.542100], [-1.908900, 0.387500, -1.639400], [-4.229900, 0.690700, -1.372600], [-8.440400, 1.558800, -0.912700], [-8.007000, -0.015000, -0.201700], [-8.136900, 0.168700, -1.980300], [-6.730400, -1.608500, -1.417600], [-4.843800, -3.084400, -1.701300], [-2.976600, -4.452200, -1.396800], [-1.441500, -4.343400, -2.250900], [-2.955300, -3.922100, -3.077100], [-4.089600, 1.751100, -1.227500], [1.397400, 1.819600, -3.564000], [1.954400, 1.110100, -1.958800], [3.062300, 2.489900, -1.438400], [3.295000, -0.036600, -2.461000], [4.100600, -0.524600, -1.434000], [5.157000, -1.368800, -1.711400], [5.415000, -1.745000, -3.019600], [4.619400, -1.268100, -4.045200], [3.560000, -0.418700, -3.770100], [2.257400, 2.021400, -4.202000], [0.881600, 2.754700, -3.356200], [0.712200, 1.141300, -4.071700], [3.786200, 2.685600, -2.229500], [3.607400, 2.214500, -0.539700], [2.471000, 3.382900, -1.249600], [3.888400, -0.241700, -0.409100], [5.784700, -1.720000, -0.907600], [6.229300, -2.418300, -3.230000], [4.818900, -1.550900, -5.068300], [2.953100, -0.072700, -4.592100], [-4.325600, 5.621700, 5.899800], [-3.261400, 4.811000, 5.802700], [-2.537800, 4.647200, 6.746700], [-3.007100, 4.143500, 4.486900], [-3.800600, 4.288400, 3.345800], [-3.441800, 3.663500, 2.170000], [-2.306800, 2.848000, 2.114700], [-1.956400, 2.030100, 0.619000], [-1.523400, 2.679300, 3.258000], [-1.868900, 3.333200, 4.419100], [-4.844000, 5.673900, 5.087600], [-4.708500, 4.879500, 3.347200], [-4.044500, 3.784600, 1.281400], [-0.660000, 2.031100, 3.221500], [-1.270800, 3.236200, 5.312800], [-3.172600, 3.237400, -3.524100], [-2.153700, 2.957500, -2.538200], [-1.369400, 3.875800, -2.014200], [-1.404300, 5.152500, -2.413200], [-0.237800, 3.450700, -0.816300], [-3.737700, 2.327700, -3.700300], [-2.730400, 3.567100, -4.468300], [-3.864900, 4.003600, -3.168200], [-2.052900, 1.977400, -2.179900], [-2.040800, 5.462000, -3.127100], [-0.824300, 5.825000, -1.941000]], "forces_ev_per_a": [[-1.0344, 0.3911, -0.7483], [-0.0710, -0.1242, -0.0786], [0.0588, -0.0689, -0.0312], [-0.1828, -0.0543, -0.2252], [0.0227, 0.3055, -0.0890], [0.3632, -0.0537, 0.3469], [0.0186, 0.2780, 0.1020], [-0.2057, 0.2107, -0.1660], [0.3496, -0.3015, 0.0997], [-0.1130, 0.0330, -0.2128], [-0.2104, 0.1802, 0.1500], [0.0531, -0.1088, 0.0924], [-0.0635, 0.0358, 0.1422], [-0.0425, 0.0105, 0.1440], [0.1598, -0.2713, 0.2287], [-0.2053, 0.1637, -0.0498], [0.1879, 0.2217, -0.1320], [-0.0099, -0.1676, 0.0129], [0.1283, 0.0652, -0.0295], [-0.3899, -0.1558, 0.3932], [0.3876, -0.4533, -0.1412], [0.1919, -0.0934, 0.0624], [-0.1071, -0.0064, -0.1984], [-0.0531, -0.1446, -0.2773], [0.0086, 0.0303, 0.0114], [-0.1693, 0.5005, 0.4539], [-0.0559, 0.0466, 0.0621], [0.0002, 0.1013, 0.0614], [0.0235, 0.0882, -0.0566], [0.1005, 0.0716, 0.1120], [0.0907, -0.1590, 0.0617], [0.1032, -0.1291, 0.2238], [0.1136, -0.1047, -0.1563], [-0.0666, 0.0574, -0.0051], [-0.0750, 0.0799, -0.0137], [0.0770, -0.1159, -0.1878], [0.1082, -0.0801, 0.0789], [-0.1810, -0.1440, 0.0968], [0.0019, 0.0230, 0.0625], [-0.0740, 0.0411, -0.0473], [-0.1234, -0.1057, 0.0477], [0.0036, -0.1162, -0.1569], [0.0294, -0.2662, 0.1127], [0.0738, -0.0064, 0.0613], [-0.0285, -0.0010, 0.0740], [0.0027, 0.0693, 0.0886], [-0.3304, -0.1062, -0.0321], [0.5094, -0.0495, -0.0417], [0.1120, -0.1425, -0.0852], [-0.4394, 0.1096, 0.1345], [0.2792, 0.0522, -0.0518], [0.0182, 0.5808, 0.1825], [-0.0142, 0.0167, -0.0505], [0.3231, 0.1596, 0.0136], [-0.2796, -0.5057, -0.1222], [-0.9116, -0.5110, -0.1848], [0.5563, 0.0492, 0.1200], [0.1497, 0.0957, -0.0307], [0.0376, -0.1009, -0.0013], [0.0394, 0.0401, -0.0834], [0.0095, 0.0176, 0.0939], [-0.0813, 0.0012, -0.0081], [-0.0012, -0.0725, -0.0381], [-0.0879, -0.0280, 0.1143], [0.0530, -0.0276, 0.0372], [-0.0950, 0.0324, -0.0431], [-0.0020, 0.0407, -0.0244], [-0.0435, -0.2828, 0.1665], [1.1267, 0.5487, -0.9118], [-0.2057, -0.0519, 0.1313], [-0.2001, 0.0236, 0.0271], [-0.0486, 0.0718, -0.0153], [0.0317, 0.1212, 0.0937], [0.0162, -0.0757, -0.0083], [0.0584, -0.0621, -0.0505], [0.0562, 0.1445, 0.1187], [-0.0086, 0.0115, -0.0006], [-0.0479, -0.0060, 0.0084], [-0.0227, 0.0187, -0.0729], [-0.0624, -0.0462, -0.0586], [0.0196, -0.0281, 0.1012], [0.0290, 0.0461, 0.0352], [0.0243, -0.0078, 0.1244], [0.0580, -0.1075, 0.0912], [0.1595, -0.0647, -0.0783], [0.0370, -0.0580, -0.0749], [-0.1205, 0.0989, -0.0505], [-0.2695, 0.1979, 0.1232], [0.2352, -0.1212, 0.1090], [-0.2278, 0.1001, -0.1395], [0.1821, -0.2065, -0.3336], [0.1280, 0.0489, 0.3213], [0.0403, -0.0721, -0.0939], [0.1250, -0.0832, -0.0505], [-0.2373, -0.0085, 0.3329], [-0.0968, 0.0317, -0.0717], [-0.1462, 0.1624, 0.2225], [0.1768, -0.0939, 0.0385], [0.0072, 0.0565, 0.0026], [-0.0507, -0.0105, -0.0420], [0.0701, -0.0539, 0.0172], [0.0302, -0.0350, 0.0511], [-0.0303, 0.1509, -0.1656], [0.0386, -0.1095, 0.0238], [0.1101, -0.2312, 0.0022], [-0.3437, -0.0642, -0.2296], [0.4635, 0.1118, 0.2811], [-0.0123, -0.0190, -0.0361], [-0.0427, -0.0259, -0.0082], [-0.0446, 0.0051, 0.0020], [0.0359, 0.5098, -0.1634], [-0.0063, 0.0962, -0.0221], [-0.0319, -0.0550, -0.0262]], "spin_multiplicity": 8, "mol_weight_g_mol": 1033.8, "homo_ev": [-9.55, -10.85], "charge": 1, "orbital_gap_ev": [6.36, 7.09]}


2.
{"formula": "C42H51Br2Cl3CsN6O3Sb", "method": "the ωB97M-V functional and the def2-TZVPD basis", "species": ["Cs", "C", "C", "C", "N", "C", "C", "C", "C", "C", "C", "C", "N", "C", "C", "C", "N", "C", "C", "C", "C", "C", "C", "C", "N", "C", "C", "H", "H", "H", "H", "H", "H", "H", "H", "H", "H", "H", "H", "H", "H", "H", "H", "H", "H", "H", "H", "H", "H", "H", "H", "H", "H", "Br", "C", "C", "C", "Br", "C", "C", "C", "C", "N", "C", "C", "O", "H", "H", "H", "H", "O", "O", "C", "C", "C", "Sb", "C", "C", "C", "C", "C", "C", "H", "H", "H", "H", "H", "H", "H", "H", "H", "H", "H", "H", "H", "H", "H", "H", "H", "H", "H", "H", "H", "Cl", "C", "Cl", "Cl", "C", "N"], "xyz": [[1.454136, 0.066399, 0.014241], [-0.528284, 4.093609, -2.535589], [-1.305378, 4.138004, -1.240271], [-0.967941, 3.113490, -0.158848], [-1.076933, 1.751760, -0.682065], [-2.222331, 1.218430, -0.887049], [-3.473761, 1.765665, -0.409898], [-4.758275, 1.434399, -0.771593], [-5.261394, 0.587405, -1.791623], [-4.509877, -0.114203, -2.730427], [-3.131129, -0.314272, -2.698496], [-2.153824, -0.080436, -1.714886], [-0.996651, -0.643294, -1.635144], [-0.762832, -1.750582, -2.625684], [0.568693, -2.483510, -2.450558], [1.710868, -1.769916, -3.204689], [1.964680, -0.442185, -2.749789], [2.770011, 0.249934, -3.472865], [3.330463, -0.166798, -4.732882], [4.540456, 0.263456, -5.280252], [5.575811, 1.036233, -4.754437], [5.463315, 1.788949, -3.560756], [4.401998, 2.002285, -2.769871], [3.001275, 1.635403, -3.043568], [1.960259, 2.325281, -2.770830], [2.050373, 3.603479, -2.090761], [0.926083, 4.564727, -2.499593], [-1.010514, 4.785059, -3.224685], [-0.546072, 3.105526, -2.971858], [-2.385615, 4.089563, -1.461214], [-1.181255, 5.129161, -0.801321], [-1.651826, 3.282785, 0.715796], [0.022428, 3.230738, 0.224596], [-3.405502, 2.611869, 0.265012], [-5.513167, 1.988554, -0.214427], [-6.343797, 0.574698, -1.953178], [-5.042915, -0.608765, -3.540455], [-2.816722, -0.899155, -3.565135], [-0.821945, -1.298297, -3.627995], [-1.545603, -2.449964, -2.664494], [0.545446, -3.463812, -2.846759], [0.853439, -2.522374, -1.368953], [1.447644, -1.704392, -4.241292], [2.647648, -2.398963, -3.174212], [2.752921, -0.905511, -5.281813], [4.859656, -0.311228, -6.128818], [6.516647, 0.955343, -5.257717], [6.392710, 2.195979, -3.163346], [4.540734, 2.731190, -1.967907], [3.008453, 4.076994, -2.200691], [1.922434, 3.378501, -1.024757], [1.152410, 5.000578, -3.453911], [1.036056, 5.415670, -1.787605], [5.026699, 1.214969, 5.380793], [5.482982, 0.068475, 3.942246], [6.529281, -0.781503, 4.173172], [6.823680, -1.783140, 3.278207], [8.267413, -3.004078, 3.623872], [6.127937, -1.809962, 2.067991], [6.443873, -2.710873, 1.014343], [5.766611, -2.666839, -0.172042], [4.760480, -1.684644, -0.349584], [4.452680, -0.845570, 0.583872], [5.083582, -0.880139, 1.740575], [4.640041, 0.087557, 2.786625], [3.613637, 0.782509, 2.738693], [7.060967, -0.717065, 5.146070], [7.256110, -3.376349, 1.203865], [6.088837, -3.305887, -0.993898], [4.251447, -1.574620, -1.284289], [-1.779504, -3.434689, 3.945576], [-1.255817, -3.598027, 2.511367], [-2.843778, -3.453531, -0.267352], [-3.309702, -2.205622, 0.500057], [-4.688171, -1.691670, 0.244472], [-2.872907, -2.391749, 2.620291], [-2.468291, -0.378240, 3.283310], [-3.573663, 0.574293, 2.843740], [-1.069816, 0.104496, 2.852799], [-4.836318, -3.061641, 3.162273], [-5.191027, -3.042786, 4.635758], [-5.003672, -4.387080, 2.428439], [-2.854084, -3.225397, -1.293440], [-3.578516, -4.197362, -0.123900], [-1.888313, -3.809505, 0.122146], [-2.629335, -1.481426, 0.155175], [-5.438833, -2.418284, 0.508233], [-4.729322, -1.454337, -0.804624], [-4.814719, -0.800864, 0.851636], [-2.567921, -0.503430, 4.397032], [-3.462272, 0.958189, 1.852693], [-3.626019, 1.418917, 3.508305], [-4.587434, 0.097802, 2.901553], [-0.958186, 0.117438, 1.748318], [-0.289848, -0.507389, 3.341612], [-0.990131, 1.117385, 3.200455], [-5.461223, -2.263468, 2.686256], [-4.376993, -3.426804, 5.268761], [-6.126487, -3.608128, 4.768887], [-5.286761, -1.978718, 4.962056], [-4.236814, -5.106128, 2.728063], [-5.004583, -4.273418, 1.359420], [-6.013634, -4.847353, 2.677715], [1.630572, 6.042362, 2.410495], [1.095259, 4.718667, 3.394142], [1.822898, 4.788991, 5.067603], [-0.858593, 4.946009, 3.605225], [1.347145, 3.409098, 2.743125], [1.097050, 2.377102, 2.287144]], "forces_ev_per_a": [[0.1232, 0.3485, 0.4140], [0.5683, 0.0623, -0.1410], [-0.4444, 0.4127, 0.4544], [-1.5672, -0.7702, 0.0223], [0.6759, 0.6017, 0.3376], [-0.4929, -0.2715, -0.0133], [-0.2843, -0.2218, -0.6527], [-0.1810, -0.1907, -0.5479], [-0.6295, 0.5754, -0.1729], [0.8947, 0.5405, 0.9084], [-1.5548, -1.1714, -1.5792], [1.1830, 1.7638, 0.7417], [-0.1051, -2.0364, -0.9516], [0.8390, 1.6512, 0.3125], [0.9605, 2.1661, 0.8214], [0.4354, -0.7931, 0.5548], [-0.0738, -0.2593, 0.2706], [-0.1161, -0.2656, -1.2524], [0.4796, 0.5056, -0.0234], [0.0652, -0.7556, 0.8395], [-0.9705, 0.2058, 0.3508], [1.4445, -0.7823, -0.5751], [-1.5979, 1.0081, 0.4586], [0.8251, 0.8450, 0.8781], [-0.4038, 0.1490, 0.2712], [-0.9282, -0.9705, -0.1914], [0.4980, 0.5989, 1.2086], [-0.3223, -0.0666, -0.1627], [-0.1277, -0.3817, -0.1547], [0.3021, -0.2943, 0.0091], [0.1310, 0.2918, 0.1431], [0.4416, 0.0276, -0.4297], [0.7615, 0.2298, 0.0580], [0.0998, -0.1512, 0.0922], [-0.1171, -0.0943, -0.0754], [0.2502, 0.0840, 0.2617], [0.0272, 0.1896, 0.0040], [0.2318, 0.1077, 0.3146], [0.4530, 0.0240, -0.0153], [-1.3248, -1.0670, 0.3958], [-0.3423, -1.2476, -0.2409], [-0.3985, -0.2503, -0.6895], [-0.4988, -0.4338, -0.8803], [-0.5597, 0.3434, 0.0134], [0.3495, 0.0544, -0.0265], [-0.1289, -0.0816, -0.7765], [0.4686, 0.2297, -0.1284], [0.0492, 0.1347, -0.2319], [0.0017, -0.4459, 0.0269], [0.5820, 0.5464, -0.1488], [0.0960, 0.0758, 0.1508], [0.2805, 0.0409, -0.7431], [-0.2918, -0.2054, -0.2689], [-0.1727, 0.3552, 0.1351], [-0.2445, 0.4190, -0.1170], [0.8150, -0.8236, 1.1361], [0.2072, 0.4210, 0.2521], [-0.1968, 0.2278, 0.0497], [-0.3431, -0.3570, -1.7518], [-0.4331, 0.5298, 0.2972], [0.2652, 0.1850, -0.2406], [0.8894, -1.0253, -0.3355], [-0.7983, 0.5313, -0.2681], [0.7154, 0.4292, 2.4634], [0.0263, -0.3840, 0.5079], [-0.1284, 0.1000, -0.7019], [-0.3322, -0.0636, -0.8481], [0.3405, -0.5447, -0.2251], [-0.3198, 0.0770, 0.1315], [-0.3034, -0.0409, -0.5785], [-0.4013, 0.1125, 0.2718], [-0.6992, 0.5130, -0.3127], [-0.4185, 0.6309, 1.6320], [1.1279, -1.3514, 0.5847], [0.3812, -0.3260, 0.3678], [0.8907, 0.1421, -0.3700], [-0.1472, -0.5284, 0.6612], [-1.1593, -0.9440, 0.4881], [-0.4442, -0.9410, 0.2022], [-0.2601, 0.9529, -0.5098], [0.6007, 0.5797, 0.3085], [-1.4540, -0.6853, 1.0867], [0.4027, 0.2654, -1.4239], [-0.7092, -1.3433, 0.1278], [0.0013, 0.0475, -0.3906], [0.9534, 1.3326, 0.0168], [-0.5078, -0.2440, -0.0446], [-0.4239, 0.1765, -0.1847], [-0.4204, 0.2599, -0.2920], [0.4920, 0.1625, -0.8829], [0.2098, 0.0287, -0.7344], [0.1497, 0.5217, 0.3933], [0.6700, 0.3273, -0.0421], [-0.1246, -0.0881, 0.6317], [-0.1995, 0.3105, -0.4510], [0.3117, 0.6108, 0.1199], [0.3278, -0.7837, 0.1098], [-0.3763, -0.3717, -0.1802], [0.2368, 0.2734, 0.3623], [-0.3398, -0.7595, -0.1614], [-0.0250, -0.0048, -0.0873], [0.2172, 0.0693, -0.3760], [1.0110, 0.4256, -0.1363], [0.1434, 0.0242, -0.0647], [-1.0606, -0.2019, 0.9665], [-0.5719, -0.1670, -1.3576], [2.3294, -0.5117, -0.2277], [-1.5549, -0.0288, 0.4732], [0.7981, 0.8712, 0.2784]], "relative_energy_kj_mol": 0.00, "mol_weight_g_mol": 1208.7, "homo_ev": -1.36, "charge": -2, "orbital_gap_ev": 3.87}


| no. | E (eV) |
| --- | --- |
| 1 | -120486.5430 |
| 2 | -244194.6695 |